Record 1
ORCA calculation (the ωB97M-V functional and the def2-TZVPD basis) on the molecule C4H9N3.

Geometry as XYZ:
```
16
C4H9N3 | OMol25 | the ωB97M-V functional and the def2-TZVPD basis
C -1.15675 -1.41335 0.02158
C 0.43247 0.41729 0.13331
C 1.01212 0.35224 -1.26698
C 1.43188 0.60035 1.22369
N -0.70744 1.18850 0.23142
N -1.87057 0.86164 -0.01739
N -2.20241 -0.47112 -0.23617
H -0.86369 -1.84858 -0.88393
H -1.56543 -2.23892 0.71432
H 1.86200 1.05494 -1.39045
H 0.31506 0.72930 -1.93851
H 1.54980 -0.66774 -1.41774
H 1.02416 1.42430 1.92764
H 2.37391 0.77568 0.90631
H 1.48285 -0.37435 1.77489
H -3.11796 -0.39019 0.21801
```

- Largest force on an atom: 5.084 eV/A
- E_tot: -8759.26510 eV
- Multiplicity: 1
- HOMO level: -8.26 eV
- ΔE to the lowest compared entry with this formula, charge and spin: 507.50 kJ/mol
- Orbital gap: 8.92 eV

Atom charges from the Löwdin analysis, given in e for atoms 1 to 4: -0.057, -0.365, -0.064, -0.056

Record 2
ORCA calculation (the ωB97M-V functional and the def2-TZVPD basis) on a cluster of 2 separate species, C4H9N3 in total.

Geometry as XYZ:
```
16
C4H9N3 | OMol25 | the ωB97M-V functional and the def2-TZVPD basis
C 1.38761 -0.28365 -0.99877
C 1.23147 0.53616 0.28934
N 1.91243 -0.13125 1.42677
C 0.39206 1.47900 0.48952
N -0.30432 2.47029 0.36068
H 0.49324 -0.94622 -1.14144
H 1.46884 0.49962 -1.83871
H 2.26084 -0.86586 -0.78665
H 1.85632 0.38574 2.27781
H 1.43814 -0.95032 1.59054
H -1.27391 2.53595 0.59917
C -1.89168 -0.91464 -0.20168
N -2.80512 -0.32750 -0.77466
H -1.79302 -2.06525 -0.22486
H -1.03586 -0.49550 0.33095
H -3.33704 -0.92657 -1.39801
```

- Largest force on an atom: 4.512 eV/A
- SMILES string: CC(N)=C=N.C=N
- E_tot: -8760.94720 eV
- Multiplicity: 1
- HOMO level: -8.02 eV
- ΔE to the lowest compared entry with this formula, charge and spin: 345.20 kJ/mol
- Orbital gap: 8.79 eV

Atom charges from the Löwdin analysis, given in e for atoms 1 to 4: -0.037, -0.383, 0.062, -0.195

Record 3
ORCA calculation (the ωB97M-V functional and the def2-TZVPD basis) on a cluster of 2 separate species, C4H9N3 in total.

Geometry as XYZ:
```
16
C4H9N3 | OMol25 | the ωB97M-V functional and the def2-TZVPD basis
C -0.25589 2.03212 -0.33758
C 0.87983 1.05426 -0.06106
N 0.68868 0.24392 1.06503
C -0.22118 -0.46333 1.46210
N -0.90076 -1.22795 2.13112
H -0.42493 2.68746 0.51946
H -0.01812 2.65436 -1.20158
H -1.18015 1.49204 -0.53079
H 0.87912 0.27246 -0.96567
H 1.84472 1.55643 0.03259
H -1.28744 -0.95104 3.01904
C -0.36827 -1.91277 -0.85889
N 0.50682 -1.33417 -1.59263
H -0.18082 -2.77095 -0.21927
H -1.39572 -1.58187 -0.94402
H 1.43410 -1.75099 -1.51786
```

- Largest force on an atom: 2.695 eV/A
- SMILES string: CCN=C=N.C=N
- E_tot: -8762.06864 eV
- Multiplicity: 1
- HOMO level: -9.18 eV
- ΔE to the lowest compared entry with this formula, charge and spin: 237.00 kJ/mol
- Orbital gap: 10.08 eV

Atom charges from the Löwdin analysis, given in e for atoms 1 to 4: -0.092, -0.312, 0.080, -0.339

Record 4
ORCA calculation (the ωB97M-V functional and the def2-TZVPD basis) on the molecule C4H9N3.

Geometry as XYZ:
```
16
C4H9N3 | OMol25 | the ωB97M-V functional and the def2-TZVPD basis
H 0.43775 2.56655 -1.59299
N 0.50003 1.70775 -1.05936
C 1.20813 1.79607 -0.00158
N 1.37965 0.75286 0.83700
N 0.97555 -0.54472 0.61643
C -0.18552 -0.79690 0.13549
C -1.39741 0.07275 0.18843
C -0.40466 -2.21910 -0.28535
H 1.76199 2.68505 0.33188
H 2.20128 0.77234 1.42938
H -2.30598 -0.51318 0.06680
H -1.32640 0.82119 -0.60617
H -1.44162 0.61666 1.13188
H -0.72069 -2.23181 -1.33108
H -1.19329 -2.68611 0.31470
H 0.51119 -2.79939 -0.17546
```

- Largest force on an atom: 1.412 eV/A
- SMILES string: [H]/N=C/NN=C(C)C
- E_tot: -8762.91001 eV
- Multiplicity: 1
- HOMO level: -8.33 eV
- ΔE to the lowest compared entry with this formula, charge and spin: 155.82 kJ/mol
- Orbital gap: 9.35 eV

Atom charges from the Löwdin analysis, given in e for atoms 1 to 4: 0.045, 0.056, -0.314, -0.036

Record 5
ORCA calculation (the ωB97M-V functional and the def2-TZVPD basis) on the molecule C4H9N3.

Geometry as XYZ:
```
16
C4H9N3 | OMol25 | the ωB97M-V functional and the def2-TZVPD basis
C -0.46168 1.66608 0.30355
C 0.63798 0.45093 0.43997
N 0.59905 -0.00970 1.79466
C 0.25929 -0.58232 -0.59457
N 1.30272 -1.09685 -1.39830
C -1.02446 -0.74567 -0.82396
N -2.15866 -0.83295 -1.29242
H -0.50477 2.10341 -0.68912
H -1.44581 1.36386 0.65485
H -0.08933 2.41578 0.99923
H 1.64111 0.83182 0.22048
H -0.32152 -0.33293 2.06819
H 1.39041 -0.57464 2.07894
H 2.05032 -1.51347 -0.85583
H 0.97025 -1.74142 -2.10358
H -2.84490 -1.40190 -0.80209
```

- Largest force on an atom: 2.693 eV/A
- SMILES string: C[C@@H](N)C(N)=C=N
- E_tot: -8762.36717 eV
- Multiplicity: 1
- HOMO level: -7.60 eV
- ΔE to the lowest compared entry with this formula, charge and spin: 208.20 kJ/mol
- Orbital gap: 8.53 eV

Atom charges from the Löwdin analysis, given in e for atoms 1 to 4: -0.045, -0.387, 0.024, -0.340

Record 6
ORCA calculation (the ωB97M-V functional and the def2-TZVPD basis) on the molecule C4H9N3.

Geometry as XYZ:
```
16
C4H9N3 | OMol25 | the ωB97M-V functional and the def2-TZVPD basis
C 1.63112 -1.07504 0.44499
C 1.07514 0.20758 -0.20535
C 0.36117 0.99006 0.91210
C -0.91030 1.19408 0.56816
N -1.35492 0.64172 -0.61185
N -2.50623 -0.11514 -0.62382
N 0.01170 -0.13319 -1.05221
H 0.93241 -1.71631 1.08971
H 2.52015 -1.07652 1.16938
H 1.86177 -1.87768 -0.27243
H 1.73867 0.96372 -0.78005
H 0.97095 1.65675 1.53991
H -1.53404 1.77397 1.19863
H -2.60794 -0.68913 -1.51204
H -2.36046 -0.85170 0.10835
H 0.17082 0.10683 -1.97348
```

- Largest force on an atom: 4.285 eV/A
- SMILES string: C[C@@H]1C=CN(N)N1
- E_tot: -8760.45964 eV
- Multiplicity: 1
- HOMO level: -7.98 eV
- ΔE to the lowest compared entry with this formula, charge and spin: 392.25 kJ/mol
- Orbital gap: 9.17 eV

Atom charges from the Löwdin analysis, given in e for atoms 1 to 4: -0.100, -0.430, -0.062, -0.158

Record 7
ORCA calculation (the ωB97M-V functional and the def2-TZVPD basis) on a cluster of 2 separate species, C4H9N3 in total.

Geometry as XYZ:
```
16
C4H9N3 | OMol25 | the ωB97M-V functional and the def2-TZVPD basis
C 2.85045 -0.51404 -0.25392
C -1.97479 1.31767 -0.31249
C -0.23209 -0.18333 -0.35373
C -2.31056 -1.01614 -0.01073
N 2.99552 0.74376 -0.05696
N 0.80409 -0.63350 -0.54142
N -1.57889 0.15092 -0.23137
H 2.99739 -0.96654 -1.13446
H 2.63970 -1.17838 0.52937
H -2.96369 1.77977 -0.45214
H -1.23961 1.96945 -0.65479
H -2.01550 -1.84508 -0.72160
H -3.34249 -0.85281 -0.04709
H -2.22058 -1.16801 0.99441
H 2.87495 1.13949 0.82025
H 3.18606 1.42481 -0.89573
```

- Net charge: +2
- Largest force on an atom: 4.424 eV/A
- E_tot: -8742.57612 eV
- Multiplicity: 1
- HOMO level: -20.89 eV
- ΔE to the lowest compared entry with this formula, charge and spin: 306.32 kJ/mol
- Orbital gap: 10.89 eV

Atom charges from the Löwdin analysis, given in e for atoms 1 to 4: 0.042, 0.282, -0.029, 0.050

Record 8
ORCA calculation (the ωB97M-V functional and the def2-TZVPD basis) on the ion C4H9N3 with charge +2.

Geometry as XYZ:
```
16
C4H9N3 | OMol25 | the ωB97M-V functional and the def2-TZVPD basis
C -1.80712 1.51354 -0.63196
N -0.68416 0.72354 -0.10372
C -0.41449 0.51529 1.12711
N 0.58798 -0.36500 1.44916
C 1.11996 -0.96043 0.37440
N 2.05466 -1.88702 0.21442
C 0.14154 -0.04907 -0.94103
H -2.66852 0.71698 -0.85505
H -2.20056 2.43138 -0.18211
H -1.61310 1.79531 -1.67275
H -0.94042 1.03364 1.86772
H 0.86167 -0.48681 2.36989
H 2.64208 -1.98633 -0.70750
H 2.26109 -2.58029 0.89703
H 0.86342 0.52470 -1.55287
H -0.20402 -0.93943 -1.65274
```

- Net charge: +2
- Largest force on an atom: 5.921 eV/A
- SMILES string: CN1C=[NH+]C(=[NH2+])C1
- E_tot: -8744.52814 eV
- Multiplicity: 1
- HOMO level: -20.14 eV
- ΔE to the lowest compared entry with this formula, charge and spin: 117.97 kJ/mol
- Orbital gap: 10.30 eV

Atom charges from the Löwdin analysis, given in e for atoms 1 to 4: 0.050, -0.096, 0.054, 0.207

Repeat the seventh record exactly.
ORCA calculation (the ωB97M-V functional and the def2-TZVPD basis) on a cluster of 2 separate species, C4H9N3 in total.

Geometry as XYZ:
```
16
C4H9N3 | OMol25 | the ωB97M-V functional and the def2-TZVPD basis
C 2.85045 -0.51404 -0.25392
C -1.97479 1.31767 -0.31249
C -0.23209 -0.18333 -0.35373
C -2.31056 -1.01614 -0.01073
N 2.99552 0.74376 -0.05696
N 0.80409 -0.63350 -0.54142
N -1.57889 0.15092 -0.23137
H 2.99739 -0.96654 -1.13446
H 2.63970 -1.17838 0.52937
H -2.96369 1.77977 -0.45214
H -1.23961 1.96945 -0.65479
H -2.01550 -1.84508 -0.72160
H -3.34249 -0.85281 -0.04709
H -2.22058 -1.16801 0.99441
H 2.87495 1.13949 0.82025
H 3.18606 1.42481 -0.89573
```

- Net charge: +2
- Largest force on an atom: 4.424 eV/A
- E_tot: -8742.57612 eV
- Multiplicity: 1
- HOMO level: -20.89 eV
- ΔE to the lowest compared entry with this formula, charge and spin: 306.32 kJ/mol
- Orbital gap: 10.89 eV

Atom charges from the Löwdin analysis, given in e for atoms 1 to 4: 0.042, 0.282, -0.029, 0.050